No. 1
C27H44BBeBrCaF5NO10S | ωB97M-V/def2-TZVPD

XYZ file:
```
92
Properties=species:S:1:pos:R:3:forces:R:3:mulliken_charge:R:1
C -3.3981 7.0313 1.6019 0.14 -0.22 0.94 -1.210
C -1.8659 6.9524 1.7785 -0.44 0.42 0.40 -0.050
C -1.0607 6.8405 0.4828 0.06 0.53 -0.04 -1.035
O -1.3619 5.7211 -0.2979 0.05 -0.11 0.11 -0.211
C -1.6121 4.5448 0.4571 -0.46 -0.39 -0.20 -1.314
C -1.4087 3.2953 -0.3403 0.58 -0.09 -0.14 1.204
C -1.8708 3.0395 -1.5573 -0.09 0.32 -0.51 1.004
C -2.7045 4.0252 -2.3454 0.30 -1.08 0.55 -1.459
C -4.0462 4.2744 -1.6962 -0.67 2.17 -1.29 0.636
O -4.7107 5.2542 -1.9127 0.77 -1.64 0.82 -0.528
F -4.4488 3.3009 -0.8719 -0.06 0.08 0.00 -0.227
C -1.5734 1.7043 -2.1754 -0.34 -0.42 -0.11 -0.257
O -2.3182 1.2072 -2.9994 0.57 0.48 0.25 -0.599
C -0.3290 1.0174 -1.6944 -0.35 -0.05 -0.50 0.728
O 0.2814 0.1598 -2.5773 0.02 0.24 0.12 -0.402
C 1.3275 0.8359 -3.2790 0.36 0.56 -0.74 -1.165
C 0.7571 1.3253 -4.6188 -0.24 -0.21 0.39 -0.140
O 1.7294 1.8397 -5.5849 -0.29 -0.77 1.41 -0.554
C 0.9654 2.3417 -6.7215 0.32 0.86 -0.66 -0.351
C 0.8838 3.8629 -6.7586 -0.16 -0.05 0.07 -1.087
C 0.1263 1.2398 -0.4672 -0.22 0.06 0.07 1.311
C 1.3273 0.6091 0.1506 -0.10 -0.22 -0.03 -1.875
C 1.4164 -0.9175 0.1965 -0.12 -0.27 0.35 -0.991
C 0.7078 -1.5122 1.4337 0.87 -1.35 -0.65 -0.396
C -0.5263 -2.2812 1.1075 -1.53 2.12 2.04 0.101
O -1.6303 -1.9412 1.4152 0.55 -0.90 -0.95 -0.439
O -0.3194 -3.5195 0.4217 -0.03 1.03 -1.84 -0.194
C -1.0690 -3.9775 -0.5906 2.15 -3.81 3.84 0.332
C -2.0819 -5.0032 -0.1760 -0.93 0.32 -0.58 -0.902
C -0.6504 2.2202 0.3489 0.06 -0.69 1.20 -0.727
O -0.6777 2.1145 1.5661 0.12 0.50 -0.84 -0.617
H -3.7875 8.0223 1.8187 -0.02 0.28 -0.35 0.457
H -3.8616 6.3829 2.3425 -0.27 -0.25 -0.13 0.385
H -3.7332 6.7193 0.6212 0.06 0.01 -0.23 0.232
H -1.6077 6.1712 2.5278 0.12 -0.05 -0.36 0.766
H -1.5483 7.9246 2.2344 0.27 -0.09 -1.60 0.105
H -1.3256 7.7125 -0.1101 -0.08 0.09 -0.19 0.393
H 0.0075 6.9459 0.6821 0.20 -0.38 0.15 0.335
H -2.6633 4.5554 0.7582 -0.06 0.00 0.42 0.254
H -0.9691 4.4524 1.3277 0.06 0.15 0.20 0.695
H -2.1417 4.9409 -2.4435 -0.22 0.44 0.11 0.343
H -2.8507 3.6463 -3.3515 -0.36 -0.15 -0.13 0.495
H 1.6859 1.7050 -2.7249 0.05 -0.10 0.38 0.549
H 2.1860 0.1832 -3.4365 -0.15 -0.41 0.15 0.542
H 0.1968 0.4870 -5.0246 0.11 -0.05 -0.44 0.416
H 0.0500 2.1291 -4.4262 -0.13 0.12 0.05 0.322
H 1.4219 1.9651 -7.6280 0.20 -0.22 0.00 0.462
H -0.0400 1.9490 -6.6664 -0.05 -0.40 0.17 0.345
H -0.1224 4.1499 -7.0468 -0.13 0.11 -0.09 0.312
H 1.0753 4.3080 -5.7861 0.06 -0.02 0.15 0.336
H 1.5582 4.3013 -7.4810 0.28 0.05 -0.03 0.330
H 1.3656 0.9576 1.1772 0.34 0.14 0.10 0.570
H 2.2061 0.9708 -0.3804 0.14 0.22 -0.01 0.561
H 2.4691 -1.1544 0.2864 0.19 -0.08 0.10 0.504
H 1.0720 -1.4328 -0.6970 -0.04 0.28 -0.34 0.602
H 0.5400 -0.7755 2.2043 -0.44 0.02 0.16 0.482
H 1.3954 -2.2455 1.8605 0.11 0.00 0.31 0.401
H -1.7160 -3.0640 -1.3049 -0.72 1.21 -0.82 0.050
H -0.3519 -4.3808 -1.3109 -0.33 0.99 -1.17 0.420
H -1.9152 -5.9200 -0.7441 0.24 -0.07 -0.21 0.322
H -1.9815 -5.2597 0.8695 0.07 0.32 0.27 0.347
H -3.1046 -4.7045 -0.3874 -0.24 -0.02 0.12 0.356
Be 3.3088 2.0543 -4.5425 -0.20 0.33 -0.96 0.240
Br -2.6987 -1.9212 -1.5155 0.36 -0.18 -0.09 -0.019
C -2.7753 -9.7578 1.1140 0.07 0.08 0.03 -1.323
C -2.2876 -9.1073 -0.1552 0.07 -0.01 -0.02 0.820
O -1.5161 -8.1509 -0.1372 -0.13 0.24 -0.07 -0.673
N -2.7257 -9.6142 -1.3296 -0.07 0.02 0.24 -0.154
C -3.6299 -10.7325 -1.5472 0.19 0.22 -0.32 -0.841
H -2.3365 -9.2427 1.9625 0.05 0.04 -0.04 0.288
H -3.8611 -9.6881 1.1864 -0.01 -0.13 0.00 0.383
H -2.4720 -10.8040 1.1479 -0.12 -0.03 0.01 0.381
H -2.3590 -9.1362 -2.1371 0.02 -0.06 -0.05 0.222
H -3.1231 -11.4977 -2.1354 -0.09 -0.10 0.06 0.298
H -4.5033 -10.3893 -2.1024 -0.08 -0.11 0.06 0.289
H -3.9547 -11.1651 -0.6082 0.03 0.03 0.04 0.328
B 2.8207 -2.1368 4.5346 -0.11 -0.02 0.45 0.564
F 2.2002 -1.1729 5.3356 -0.11 0.08 -0.03 -0.402
F 4.0782 -2.4622 5.0493 0.18 -0.03 -0.02 -0.346
F 2.0106 -3.2849 4.4616 -0.11 -0.09 -0.18 -0.410
F 2.9633 -1.6157 3.2233 0.07 0.18 -0.56 -0.394
Ca -1.5391 8.0280 4.1731 -0.04 -0.06 1.31 1.330
C 6.9261 -0.8607 5.8255 0.05 -0.20 -0.04 -0.792
S 5.9643 0.4302 6.6133 -0.03 -0.08 -0.08 0.526
O 4.9864 0.9273 5.6161 0.01 0.23 -0.05 -0.534
C 7.2699 1.6663 6.7073 0.15 0.02 0.04 -0.927
H 6.2607 -1.7045 5.6446 -0.11 0.09 0.01 0.242
H 7.3221 -0.4915 4.8796 -0.04 0.07 0.01 0.286
H 7.7364 -1.1619 6.4897 -0.02 0.04 0.04 0.375
H 7.6437 1.8771 5.7054 -0.05 -0.05 -0.03 0.300
H 8.0734 1.2963 7.3436 -0.01 -0.01 0.02 0.356
H 6.8497 2.5712 7.1410 -0.06 -0.04 0.02 0.313
```
Positions in Å, forces in eV/Å.

Its spin multiplicity is 1. Its highest occupied orbital energy is -10.4 eV. As for the charge: +2. The value obtained for the LUMO energy is -9.144 eV. Its maximum force is 5.8 eV Å⁻¹.

---

No. 2
C6H6N | ωB97M-V/def2-TZVPD

XYZ file:
```
13
Properties=species:S:1:pos:R:3:forces:R:3:mulliken_charge:R:1
C 0.8006 1.0226 2.0043 -3.18 1.41 0.74 0.597
C 1.5728 0.0493 1.4269 -0.20 -2.65 -4.51 -0.615
C -0.0997 1.7454 2.7065 0.11 -0.79 -0.75 -0.446
C -0.5668 1.3052 1.5149 1.36 -0.86 -0.73 0.081
C -0.6434 0.6713 0.1950 0.67 2.55 -1.04 -0.124
C 0.8158 -1.1626 -0.9053 -3.28 -1.12 -0.90 -0.687
N 0.5071 -0.2392 0.0689 2.02 3.67 7.11 0.123
H -0.4408 2.0823 3.6396 -0.18 0.87 1.06 0.397
H -1.5738 0.3021 -0.2023 -0.38 -0.25 0.10 0.422
H -0.4722 1.7597 -0.3983 -0.20 -2.55 0.83 0.309
H -0.1367 -1.1023 -1.5358 2.06 -0.35 -0.55 0.301
H 1.7900 -0.8644 -1.1949 0.86 -0.26 -1.44 0.333
H 0.7994 -2.1922 -0.5081 0.34 0.33 0.08 0.310
```
Positions in Å, forces in eV/Å.

Its spin multiplicity is 1. Its SMILES is C[N+]1=C=C2C=C2C1. Its highest occupied orbital energy (alpha / beta) is -14.2 / -14.0 eV. As for the charge: +1. The value obtained for the LUMO energy (alpha / beta) is -6.846 / -6.813 eV. The energy above the lowest of the compared OMol25 structures with the same formula, charge and spin comes out at 160.2 kcal per mole. Its maximum force is 8.3 eV Å⁻¹.

---

No. 3
C33H44BCl2IrN7O | ωB97M-V/def2-TZVPD

XYZ file:
```
89
Properties=species:S:1:pos:R:3:forces:R:3:mulliken_charge:R:1
Ir 0.5852 -0.4369 -0.0076 -3.27 2.77 -0.82 4.521
C -3.1748 3.2470 1.6194 -0.10 -0.15 0.00 -1.507
C -1.7795 2.7439 1.5836 0.38 -0.01 -0.01 0.376
C -0.6129 3.4509 1.8193 -0.02 -0.45 -0.13 -0.674
C 0.4315 2.5423 1.6365 0.25 0.35 0.03 -0.792
N -0.0918 1.3613 1.2827 0.49 -1.82 -1.26 0.052
N -1.4340 1.4804 1.2725 -0.67 0.49 0.08 0.848
B -2.3665 0.2631 1.1159 0.52 -0.13 -0.19 -1.193
N -2.4389 -0.1167 -0.3773 -0.83 0.31 -0.14 0.611
N -1.4671 -0.8187 -0.9920 1.86 0.47 1.21 -0.031
C -1.8989 -1.1613 -2.2130 0.01 -0.01 -0.25 -0.815
C -3.1769 -0.6305 -2.3887 0.20 0.09 0.37 -0.632
C -3.4886 0.0236 -1.2087 0.34 -0.21 -0.18 0.426
C -4.7190 0.7833 -0.8879 -0.07 0.05 0.16 -1.526
C -1.1769 -2.1120 -3.1261 0.25 -0.15 -0.15 2.479
C 0.2295 -1.6120 -3.4563 -0.18 0.02 0.11 -1.696
C -1.9643 -2.3115 -4.4245 0.09 0.12 0.25 -2.287
C -1.0680 -3.4569 -2.3959 -0.04 0.15 -0.09 -1.471
N -1.7826 -0.9214 1.8995 -0.46 0.38 -0.06 0.455
N -0.5668 -1.4044 1.6120 2.14 -0.25 -1.03 0.483
C -0.2964 -2.4264 2.4273 0.02 0.11 -0.14 -0.930
C -1.3882 -2.6026 3.2754 -0.06 0.31 -0.28 -1.134
C -2.3137 -1.6325 2.9109 0.39 -0.40 0.16 0.760
C -3.6544 -1.3848 3.4979 -0.05 0.18 -0.15 -1.597
C 1.0139 -3.1551 2.3294 0.21 -0.03 -0.05 2.262
C 1.1613 -3.7178 0.9115 -0.06 0.13 0.09 -1.105
C 1.0945 -4.2913 3.3497 -0.14 0.25 -0.17 -2.384
C 2.1373 -2.1444 2.5841 -0.11 0.01 -0.09 -1.155
C 1.8850 2.7575 1.9632 0.36 -0.06 -0.06 2.381
C 2.2404 1.8090 3.1162 -0.05 0.14 -0.14 -1.601
C 2.1384 4.1989 2.4140 -0.19 -0.25 -0.13 -2.294
C 2.7711 2.4428 0.7578 -0.20 0.06 0.12 -1.540
H -3.2010 4.2464 2.0435 0.03 0.03 0.02 0.435
H -3.8095 2.5937 2.2116 -0.13 0.02 0.04 0.292
H -3.5811 3.2936 0.6098 -0.09 0.03 0.00 0.137
H -0.5451 4.4834 2.0913 0.08 0.18 0.14 0.712
H -3.4403 0.5205 1.5239 -0.27 0.10 0.05 -0.165
H -3.8093 -0.7093 -3.2459 -0.14 -0.12 -0.24 0.720
H -5.4610 0.6186 -1.6635 -0.05 -0.02 -0.01 0.437
H -4.5046 1.8504 -0.8458 -0.06 0.05 0.03 0.146
H -5.1305 0.4823 0.0720 -0.11 0.03 0.04 0.274
H 0.1925 -0.6538 -3.9711 0.05 0.13 -0.04 0.334
H 0.7299 -2.3306 -4.0997 0.11 -0.08 -0.05 0.564
H 0.8133 -1.5042 -2.5417 0.17 0.01 -0.05 0.142
H -2.0911 -1.3715 -4.9561 -0.04 0.10 -0.10 0.453
H -2.9429 -2.7383 -4.2227 -0.15 -0.04 -0.02 0.444
H -1.4280 -2.9986 -5.0732 0.07 -0.07 -0.06 0.415
H -0.4842 -3.3417 -1.4879 0.08 -0.08 0.17 0.060
H -0.5814 -4.1862 -3.0377 0.08 -0.11 -0.06 0.464
H -2.0536 -3.8321 -2.1321 -0.11 -0.07 0.06 0.389
H -1.4981 -3.3306 4.0504 -0.04 -0.18 0.18 0.657
H -3.8392 -2.0930 4.3009 0.01 -0.01 0.00 0.380
H -4.4311 -1.4991 2.7437 -0.10 0.00 0.02 0.309
H -3.7150 -0.3753 3.8997 -0.09 0.05 0.06 0.314
H 0.3585 -4.4172 0.6864 -0.07 -0.04 -0.08 0.409
H 2.1144 -4.2303 0.8063 0.10 -0.02 -0.05 0.461
H 1.1303 -2.8946 0.1830 0.09 -0.31 -0.03 -0.238
H 0.3009 -5.0162 3.1871 -0.08 -0.12 0.01 0.448
H 1.0140 -3.9064 4.3631 0.00 0.01 0.15 0.439
H 2.0493 -4.8004 3.2510 0.10 -0.06 0.01 0.433
H 2.0884 -1.3461 1.8307 0.25 -0.10 0.24 -0.243
H 3.1084 -2.6275 2.5098 0.11 -0.02 -0.03 0.453
H 2.0372 -1.7003 3.5728 0.03 0.08 0.07 0.417
H 1.6015 2.0019 3.9738 -0.07 -0.02 0.15 0.416
H 3.2742 1.9615 3.4135 0.15 -0.02 0.04 0.455
H 2.1101 0.7758 2.8105 0.00 -0.19 0.02 0.090
H 1.5573 4.4321 3.3016 -0.08 0.11 0.11 0.466
H 1.8894 4.9055 1.6262 -0.04 0.14 -0.07 0.449
H 3.1897 4.3225 2.6606 0.10 -0.01 0.00 0.413
H 2.6638 1.3959 0.4883 0.11 -0.09 -0.09 0.029
H 3.8135 2.6286 1.0010 0.15 -0.02 0.04 0.554
H 2.5017 3.0659 -0.0936 -0.01 0.04 -0.12 0.435
Cl 5.4935 -0.9509 -1.4743 0.11 -0.14 0.02 -0.196
C 4.3900 0.1656 -2.1515 -1.33 -0.08 0.60 0.302
C 4.8229 1.0712 -3.1164 -0.22 0.56 -0.49 -0.555
C 3.9682 2.0078 -3.6612 0.09 -0.54 0.46 0.629
Cl 4.5395 3.0995 -4.8572 0.11 0.11 -0.13 -0.240
C 2.6152 2.0780 -3.2360 0.16 -0.25 0.16 -0.402
C 1.6702 2.9887 -3.7319 -0.31 -0.10 0.08 -0.933
C 0.3833 2.9494 -3.2550 0.31 0.07 -0.12 -1.507
C 0.0507 2.0233 -2.2611 -0.37 -0.12 0.22 -0.372
N 0.9185 1.1693 -1.7695 0.11 -1.11 1.00 0.360
C 2.1763 1.1621 -2.2484 0.88 -0.43 -0.07 0.949
C 3.0497 0.1574 -1.6945 1.26 1.59 -1.73 -0.939
O 2.6101 -0.6672 -0.8331 -1.76 -1.54 2.36 -1.140
H 5.8495 1.0240 -3.4442 0.09 0.05 -0.04 0.493
H 1.9668 3.6882 -4.4962 -0.02 0.13 -0.07 0.501
H -0.3677 3.6215 -3.6371 -0.10 0.04 0.03 0.492
H -0.9561 1.9699 -1.8745 -0.15 -0.01 0.14 0.467
```
Positions in Å, forces in eV/Å.

Its spin multiplicity is 1. Its highest occupied orbital energy (alpha / beta) is -10.4 / -10.4 eV. As for the charge: +1. The value obtained for the LUMO energy (alpha / beta) is -5.119 / -5.009 eV. The energy above the lowest of the compared OMol25 structures with the same formula, charge and spin comes out at 74.8 kcal per mole. Its maximum force is 4.4 eV Å⁻¹.

---

No. 4
C16H32BeFO13 | ωB97M-V/def2-TZVPD

XYZ file:
```
63
Properties=species:S:1:pos:R:3:forces:R:3:nbo_charge:R:1
Be 1.0456 0.1458 -1.2964 -4.02 -0.77 3.68 1.696
F -0.0947 0.0677 0.7140 1.60 0.25 -3.03 -0.837
C -2.8746 -2.0164 -2.7009 0.50 0.97 -0.12 -0.428
C -1.7066 -2.7255 -3.3334 -0.11 0.00 -0.27 -0.432
C -0.7282 -1.5754 -3.5906 1.19 -1.03 -0.26 -0.074
O -0.8886 -0.6378 -2.5382 0.38 0.52 1.52 -0.597
C -2.1634 -0.8978 -1.8950 -1.63 -0.06 0.28 -0.079
H -3.4920 -2.6708 -2.0887 -0.03 0.17 0.06 0.234
H -3.4610 -1.5962 -3.5187 -0.29 0.13 0.27 0.214
H -2.0577 -3.2430 -4.2250 0.47 -0.06 -0.10 0.241
H -1.3124 -3.4469 -2.6169 0.38 0.00 -0.22 0.210
H -0.8205 -1.0137 -4.5219 -0.32 -0.41 -0.20 0.192
H 0.2953 -1.9430 -3.4874 0.05 -0.07 -0.41 0.181
H -2.7756 0.0034 -1.9223 0.32 0.22 0.02 0.198
H -2.0965 -1.2114 -0.8550 0.79 0.25 -0.03 0.209
C 2.1552 -1.7524 2.6576 -1.62 -1.09 -0.26 -0.277
O 3.4821 -1.7568 2.1646 0.69 0.37 -0.19 -0.464
C 3.7198 -1.0685 1.0634 1.09 0.20 0.61 1.022
O 2.8736 -0.5386 0.3786 -0.65 0.59 -1.35 -0.736
O 5.0448 -1.0014 0.8805 -0.85 -0.78 0.57 -0.477
C 5.5478 -0.2233 -0.1910 -0.05 -0.02 -0.29 -0.256
H 1.4462 -1.7724 1.8289 0.02 0.45 -0.02 0.211
H 1.8950 -0.9412 3.3351 0.53 0.22 -0.16 0.208
H 1.9963 -2.7021 3.1673 0.38 0.09 0.22 0.203
H 5.2106 0.8018 -0.0432 0.20 0.06 -0.36 0.195
H 5.2392 -0.6460 -1.1484 -0.23 0.22 -0.02 0.178
H 6.6304 -0.3186 -0.1500 -0.08 0.21 0.22 0.220
C -2.4003 5.3463 5.5508 0.40 0.25 0.97 -0.260
O -2.4107 4.4478 4.4584 -0.81 -0.07 -0.32 -0.502
C -1.9810 3.1922 4.5831 1.36 0.52 0.28 0.986
O -1.4360 2.7076 5.5422 -0.61 -0.06 -0.24 -0.627
O -2.0954 2.6537 3.3683 -0.45 -0.14 -0.15 -0.512
C -1.5602 1.3633 3.1308 -0.12 -0.95 -0.24 -0.259
H -1.4780 5.2640 6.1269 0.20 0.09 -0.29 0.198
H -3.1862 5.2124 6.2958 -0.33 -0.48 -0.39 0.191
H -2.5258 6.3410 5.1298 0.19 -0.09 -0.07 0.200
H -1.9313 1.0452 2.1581 0.20 0.32 -0.11 0.198
H -1.9227 0.5819 3.7999 0.03 0.40 0.52 0.193
H -0.4716 1.3563 3.1139 -0.03 0.15 0.07 0.194
C -1.0907 3.4106 0.3556 0.64 -0.10 -0.48 -0.262
O -1.3042 3.8779 -1.0081 -0.29 -0.24 -0.76 -0.470
C -0.7822 3.2016 -2.0212 -0.73 2.01 0.22 1.035
O -0.1340 2.1900 -1.9309 1.62 -2.28 0.20 -0.770
O -1.0434 3.8457 -3.1676 -0.37 0.08 0.99 -0.471
C -0.5142 3.3523 -4.3852 0.64 -0.69 -0.43 -0.262
H -1.6438 4.0624 1.0254 -0.12 0.01 -0.30 0.230
H -0.0215 3.5256 0.5315 -0.04 -0.21 0.32 0.188
H -1.3900 2.3704 0.4673 0.07 0.06 -0.08 0.216
H -0.2234 2.3106 -4.2502 -0.05 0.01 -0.19 0.187
H 0.3601 3.9233 -4.6992 0.04 0.12 0.33 0.197
H -1.2343 3.4369 -5.1965 -0.34 0.04 0.39 0.212
C -1.2572 -3.4698 0.5376 -1.61 0.79 0.43 -0.273
O -0.0839 -4.1885 0.2656 0.84 -0.34 -0.01 -0.471
C 0.8983 -3.5926 -0.3985 -0.60 -0.62 -0.38 1.016
O 0.8592 -2.4457 -0.7803 0.36 0.91 -0.43 -0.722
O 1.8316 -4.5004 -0.6499 -0.59 0.02 0.56 -0.473
C 3.0175 -4.1274 -1.3171 0.32 0.23 -0.91 -0.264
H -1.9036 -3.3319 -0.3313 0.37 -0.23 -0.35 0.172
H -1.1300 -2.4732 0.9638 0.63 -0.05 -0.01 0.218
H -1.8567 -4.0492 1.2376 0.36 -0.21 0.05 0.214
H 3.1963 -4.8459 -2.1166 0.04 -0.31 0.33 0.209
H 3.8408 -4.1297 -0.6052 0.01 0.16 -0.10 0.205
H 2.8981 -3.1844 -1.8517 0.07 0.25 0.46 0.185
```
Positions in Å, forces in eV/Å.

Its spin multiplicity is 1. Its highest occupied orbital energy is -12.5 eV. As for the charge: +1. The value obtained for the LUMO energy is -6.471 eV. The energy above the lowest of the compared OMol25 structures with the same formula, charge and spin comes out at 11.6 kcal per mole. Its maximum force is 5.5 eV Å⁻¹.